No. 1
This record from OMol25 describes a cluster of 2 separate species, C4H9OP in total. The level of theory is the ωB97M-V functional and the def2-TZVPD basis.

Atoms and positions in Å:
C (0.84163, 1.35908, -1.96070)
C (-0.14521, 0.83973, -1.22585)
C (0.92375, -0.50654, 1.12213)
C (-1.73778, -1.10687, 0.08323)
O (1.48447, -2.23758, -2.02377)
P (0.03116, -0.73247, -0.44466)
H (0.62221, 2.33553, -2.40245)
H (1.76898, 0.92672, -2.05640)
H (-1.11098, 1.32596, -1.16950)
H (1.10679, -1.41750, 1.74848)
H (1.89565, 0.10387, 0.82724)
H (0.36515, 0.16028, 1.79137)
H (-1.85295, -0.69423, 1.19123)
H (-2.34058, -0.79127, -0.67287)
H (-1.91346, -2.22481, 0.17098)

Results
Multiplicity = 3
Energy above the lowest of the compared OMol25 structures with the same formula, charge and spin = 57.5 kcal per mole
HOMO (spin up / spin down) = -0.291 / -0.318 Eh
Lowest unoccupied orbital energy (spin up / spin down) = 0.9 / -0.4 eV

---

No. 2
This record from OMol25 describes a cluster of 2 separate species, C4H9NO2 in total. The level of theory is the ωB97M-V functional and the def2-TZVPD basis.

Atoms and positions in Å:
C (-0.27637, -1.56217, -1.42750)
N (0.44874, -0.49543, -1.43962)
C (1.50352, -0.49591, -0.55830)
C (1.90498, 0.88524, -0.11395)
O (2.07370, -1.49568, -0.13486)
H (-1.14154, -1.63823, -2.10514)
H (-0.09975, -2.42645, -0.76232)
H (2.79771, 0.82455, 0.51447)
H (1.09567, 1.33122, 0.46977)
H (2.12576, 1.50925, -0.98335)
C (-1.98785, 0.81343, 0.92410)
O (-1.43983, -0.41540, 1.36724)
H (-2.98982, 0.63183, 0.52916)
H (-1.36128, 1.23299, 0.13388)
H (-2.04787, 1.51182, 1.76225)
H (-0.60578, -0.21104, 1.82418)

Results
Multiplicity = 1
SMILES = C=NC(C)=O.CO
Energy above the lowest of the compared OMol25 structures with the same formula, charge and spin = 53.7 kcal per mole
HOMO = -0.367 Eh
Lowest unoccupied orbital energy = 0.0 eV

---

No. 3
This record from OMol25 describes a cluster of 3 separate species, C35H53BClN2O4S in total. The level of theory is the ωB97M-V functional and the def2-TZVPD basis.

Atoms and positions in Å:
C (-3.61583, -3.92289, 3.05228)
C (-2.30932, -3.13920, 3.45256)
C (-1.43743, -3.82173, 4.41993)
C (-0.22803, -3.12838, 4.84623)
C (0.06313, -1.80870, 4.31444)
C (-0.80266, -1.10445, 3.34675)
C (-0.36454, 0.32095, 2.91281)
C (-0.46772, 0.61939, 1.36660)
O (-1.09634, -0.31964, 0.50867)
B (-1.07593, 0.42600, -0.78320)
C (-1.40594, -0.39121, -2.15870)
C (-2.96305, -0.52658, -2.44430)
C (-3.57399, -1.43064, -1.28906)
C (-4.68548, -2.36152, -1.92349)
S (-3.96006, -3.64504, -3.05042)
O (-2.53204, -3.79222, -2.78123)
O (-4.64789, -4.90227, -2.74798)
Cl (-4.22400, -3.04596, -5.01571)
O (0.15031, 1.28451, -0.74790)
C (0.83222, 0.96657, 0.51510)
C (1.56636, 2.35074, 0.78339)
C (2.16706, 2.49336, 2.23474)
C (3.16157, 1.35246, 2.65745)
C (3.74317, 1.52970, 4.14212)
N (3.00364, 2.54184, 4.94431)
C (1.80952, -0.19417, 0.06469)
C (1.73515, -1.51866, 0.92733)
C (0.85972, -2.67732, 0.24772)
C (1.75361, -3.90423, -0.18483)
C (1.88061, -4.95808, 0.97518)
N (2.91415, -4.60795, 1.99342)
C (-2.00405, -1.80434, 2.92288)
H (-3.87194, -4.55856, 3.95008)
H (-3.45438, -4.63743, 2.20960)
H (-4.46866, -3.21724, 2.90490)
H (-1.68143, -4.82256, 4.84922)
H (0.47690, -3.55748, 5.59607)
H (0.98463, -1.28946, 4.68424)
H (0.68238, 0.47270, 3.28592)
H (-1.00983, 1.06279, 3.44927)
H (-1.11398, 1.55324, 1.30893)
H (-1.95903, 1.27015, -0.75690)
H (-1.01088, 0.25202, -3.00703)
H (-0.88683, -1.38434, -2.26949)
H (-3.07094, -0.99654, -3.46908)
H (-3.45845, 0.48091, -2.53098)
H (-4.03887, -0.72742, -0.54865)
H (-2.72112, -2.01468, -0.85841)
H (-5.42119, -1.71561, -2.46376)
H (-5.17034, -2.91501, -1.07146)
H (0.78924, 3.15493, 0.67560)
H (2.39493, 2.52680, 0.04161)
H (1.32827, 2.50059, 2.98013)
H (2.71574, 3.48310, 2.38534)
H (4.04027, 1.28324, 1.96694)
H (2.68532, 0.33157, 2.65837)
H (4.85072, 1.73483, 4.12173)
H (3.64314, 0.54221, 4.68971)
H (2.00791, 2.29345, 4.98991)
H (3.32109, 2.42519, 5.91559)
H (2.86141, 0.20406, 0.17459)
H (1.70876, -0.47082, -1.01806)
H (2.78637, -1.94100, 0.94781)
H (1.45664, -1.36233, 1.99998)
H (0.11998, -3.02574, 1.01343)
H (0.33194, -2.26931, -0.65443)
H (2.78485, -3.59933, -0.50525)
H (1.28159, -4.43799, -1.05474)
H (0.89334, -5.03730, 1.51176)
H (2.10372, -5.99345, 0.58275)
H (2.49670, -3.84516, 2.54259)
H (3.03501, -5.41062, 2.62018)
H (-2.70637, -1.32603, 2.20717)
C (5.46182, 6.42042, 0.59723)
C (5.04268, 5.66341, 1.68439)
C (3.94063, 6.06556, 2.42863)
C (3.25129, 7.22047, 2.07940)
C (3.66813, 7.97577, 0.98998)
C (4.77579, 7.57842, 0.25127)
H (6.32362, 6.10787, 0.01878)
H (5.57607, 4.75858, 1.95271)
H (3.61798, 5.47775, 3.28073)
H (2.38846, 7.53148, 2.65683)
H (3.12902, 8.87583, 0.71669)
H (5.10387, 8.17043, -0.59530)
C (-3.99087, -0.77234, -8.49474)
C (-3.90243, 0.10268, -9.57071)
C (-3.43781, 1.39782, -9.37704)
C (-3.05241, 1.81504, -8.10827)
C (-3.13748, 0.93886, -7.03316)
C (-3.61060, -0.35331, -7.22533)
H (-4.35646, -1.78189, -8.64527)
H (-4.19670, -0.22508, -10.56146)
H (-3.37492, 2.08243, -10.21519)
H (-2.68537, 2.82369, -7.95785)
H (-2.83530, 1.26342, -6.04392)
H (-3.68156, -1.03398, -6.38535)

Results
Net charge = -1
Multiplicity = 1
HOMO = -0.152 Eh
Lowest unoccupied orbital energy = 1.9 eV

---

No. 4
This record from OMol25 describes the ion H3NOP with charge -1. The level of theory is the ωB97M-V functional and the def2-TZVPD basis.

Atoms and positions in Å:
N (0.39837, 0.62153, 1.02305)
O (1.09704, 0.02508, -0.23271)
P (-0.52276, -0.56913, -0.26088)
H (0.83114, 0.16095, 1.87436)
H (-0.64467, -0.94108, -1.68219)
H (-1.15910, 0.70264, -0.72164)

Results
Net charge = -1
Multiplicity = 1
Energy above the lowest of the compared OMol25 structures with the same formula, charge and spin = 89.7 kcal per mole
HOMO = -0.077 Eh
Lowest unoccupied orbital energy = 5.2 eV

---

no.,total energy (Eh)
1,-574.18642
2,-362.99995
3,-2659.12249
4,-473.04436